The following is a DFT calculation (the ωB97M-V functional and the def2-TZVPD basis) of a 3-piece molecular cluster, C25H31F3NO2 overall.

Results
Multiplicity   2
E_HOMO (alpha / beta)   -8.50 / -9.18 eV
Expectation value of S²   0.754
Kohn-Sham gap (alpha / beta)   0.3336 / 0.3450 hartree

Structure (XYZ):
```
62
Properties=species:S:1:pos:R:3:forces:R:3
C -4.582 -0.570 1.378 0.36 0.05 0.22
C -3.475 -0.031 1.888 -0.43 -0.44 -0.33
C -2.084 -0.620 1.638 -0.16 0.34 0.60
C -2.047 -2.081 2.169 -0.16 0.09 -0.10
C -2.723 -2.158 3.504 0.37 0.31 0.31
O -2.421 -1.583 4.495 -0.06 -0.04 -0.04
F -3.776 -2.990 3.507 -0.29 -0.28 -0.05
C -1.860 -0.572 0.120 0.33 -0.24 0.00
C -0.423 -0.752 -0.389 0.03 -1.00 -0.37
C -0.030 -2.242 -0.432 0.43 0.51 0.48
C -0.373 -0.249 -1.829 -0.18 -0.14 -0.03
N 0.585 -0.061 0.470 -0.96 1.12 -0.63
O 1.588 0.413 -0.166 0.30 -0.51 0.29
C 0.066 0.861 1.513 0.56 0.74 0.72
C 1.252 1.172 2.442 0.17 -0.71 -0.28
C -0.423 2.200 0.898 -0.63 -0.59 0.18
C -1.008 0.216 2.384 0.06 -0.56 -0.18
H -5.529 -0.050 1.341 -0.09 -0.09 0.47
H -4.569 -1.576 0.972 0.04 0.16 -0.43
H -3.542 0.859 2.504 0.08 0.29 -0.36
H -1.017 -2.395 2.326 0.03 -0.08 -0.07
H -2.533 -2.774 1.485 0.02 0.00 -0.07
H -2.450 -1.377 -0.322 -0.08 0.07 -0.14
H -2.264 0.350 -0.297 -0.01 0.14 0.20
H 1.006 -2.300 -0.769 -0.03 -0.12 -0.20
H -0.680 -2.803 -1.098 -0.04 -0.07 -0.02
H -0.041 -2.665 0.570 -0.12 -0.19 -0.06
H 0.595 -0.435 -2.284 0.11 0.19 0.07
H -0.657 0.799 -1.912 0.16 0.08 0.00
H -1.108 -0.824 -2.394 -0.08 0.04 -0.01
H 0.903 1.584 3.386 -0.02 0.26 -0.05
H 1.981 1.811 1.953 -0.05 0.20 0.09
H 1.759 0.229 2.662 0.04 0.03 0.13
H -0.111 2.312 -0.136 0.21 0.16 0.02
H -0.067 3.020 1.516 0.15 0.15 -0.15
H -1.513 2.242 0.940 -0.03 0.05 -0.21
H -0.506 -0.421 3.112 -0.01 -0.04 0.04
H -1.484 1.000 2.970 0.05 0.11 0.00
F -2.785 0.595 -3.731 -0.07 0.03 0.01
C -2.654 0.220 -5.021 0.03 -0.03 -0.12
C -3.617 -0.595 -5.580 -0.10 -0.05 0.06
C -3.475 -0.977 -6.906 0.07 0.04 -0.01
C -2.380 -0.549 -7.645 0.00 -0.01 -0.03
C -1.424 0.268 -7.057 -0.06 -0.04 0.00
C -1.558 0.662 -5.733 0.10 0.07 0.05
H -4.458 -0.921 -4.984 0.00 0.02 0.01
H -4.223 -1.611 -7.363 -0.01 -0.01 0.01
H -2.273 -0.851 -8.678 0.00 0.00 0.00
H -0.569 0.600 -7.629 0.01 0.02 0.00
H -0.828 1.302 -5.256 -0.01 -0.01 0.02
F 8.068 2.087 4.614 0.01 0.01 0.01
C 7.106 1.638 3.782 -0.08 -0.04 -0.07
C 6.620 2.484 2.806 0.03 0.12 -0.02
C 5.633 2.016 1.951 0.01 -0.06 0.05
C 5.144 0.724 2.086 -0.09 -0.04 -0.07
C 5.647 -0.106 3.078 0.01 0.08 -0.03
C 6.640 0.348 3.935 0.03 -0.09 0.08
H 7.012 3.489 2.723 0.02 -0.01 0.01
H 5.244 2.663 1.176 -0.01 0.01 0.00
H 4.371 0.366 1.418 -0.01 0.01 0.00
H 5.266 -1.112 3.188 0.01 -0.02 0.00
H 7.051 -0.283 4.711 0.01 0.02 0.01
```
Positions in Å, forces in eV/Å.


The following is a DFT calculation (the ωB97M-V functional and the def2-TZVPD basis) of an isolated molecule of C5H7NO.

Results
E_HOMO   -7.66 eV
Kohn-Sham gap   0.3103 hartree

Structure (XYZ):
```
14
Properties=species:S:1:pos:R:3:forces:R:3
C -1.944 1.469 0.577 0.01 0.00 -0.02
N -0.789 0.624 0.805 0.21 -0.23 0.11
C 0.088 0.049 0.007 -0.08 -0.18 0.25
O 0.168 0.043 -1.335 -0.06 0.09 0.42
C 0.871 -1.248 -1.046 0.25 -0.41 -0.38
C 2.149 -1.011 -0.393 0.23 -0.04 -0.37
C 0.913 -0.991 0.501 0.00 -0.18 0.10
H -2.824 1.014 1.040 0.08 0.07 -0.13
H -1.786 2.455 1.025 -0.05 -0.13 -0.14
H -2.123 1.582 -0.496 0.11 -0.05 0.20
H 0.416 -2.107 -1.520 0.10 0.15 -0.06
H 2.694 -0.104 -0.650 -0.07 -0.06 0.05
H 2.768 -1.878 -0.183 0.00 0.13 -0.23
H -0.599 0.102 1.668 -0.73 0.85 0.19
```
Positions in Å, forces in eV/Å.


The following is a DFT calculation (the ωB97M-V functional and the def2-TZVPD basis) of an isolated molecule of C3H8FNO2Si.

Results
E_HOMO   -9.46 eV
Kohn-Sham gap   0.3686 hartree

Structure (XYZ):
```
16
Properties=species:S:1:pos:R:3:forces:R:3
C 1.401 0.693 -0.057 1.14 -1.65 -0.84
C -0.756 -2.096 0.504 1.02 4.79 0.93
C -0.202 -1.177 -0.657 0.35 0.09 0.35
N 2.630 0.961 0.250 -1.17 2.49 0.00
O 0.528 1.666 -0.388 1.26 -0.54 0.42
O 1.142 -0.614 -0.291 -2.24 0.13 -0.01
F 3.478 -0.120 0.274 -0.55 -0.65 0.08
Si -0.958 2.304 0.014 0.76 0.07 1.49
H 0.004 -2.769 0.698 1.20 -1.78 0.32
H -0.874 -1.498 1.482 0.15 -0.62 -1.45
H -1.691 -2.496 0.306 -1.59 -1.01 -0.73
H -0.887 -0.430 -1.136 0.67 -0.47 1.01
H 0.084 -1.829 -1.462 0.03 -0.37 -0.40
H -1.180 3.526 -0.771 -0.03 -0.25 -0.27
H -0.956 2.758 1.486 -0.11 -0.50 -0.96
H -1.764 1.121 -0.253 -0.89 0.27 0.07
```
Positions in Å, forces in eV/Å.


The following is a DFT calculation (the ωB97M-V functional and the def2-TZVPD basis) of C3H4OS as an isolated structure.

Results
E_HOMO   -9.10 eV
Kohn-Sham gap   0.3113 hartree

Structure (XYZ):
```
9
Properties=species:S:1:pos:R:3:forces:R:3
C 0.113 -0.063 -0.115 2.22 1.97 -2.08
C -0.276 -0.470 1.180 -0.60 -0.18 4.19
C -1.017 0.929 -0.078 -0.45 0.95 0.21
H -0.295 -1.526 1.453 -0.31 -0.02 -0.14
H 0.372 0.060 2.017 -1.15 -0.82 -1.59
H -0.830 1.960 0.320 0.59 -0.75 -0.63
H -1.571 1.044 -1.009 -0.54 -0.35 0.20
O -1.599 0.196 1.049 1.04 -0.71 -0.38
S 1.387 -0.342 -1.069 -0.80 -0.10 0.23
```
Positions in Å, forces in eV/Å.


The following is a DFT calculation (the ωB97M-V functional and the def2-TZVPD basis) of an isolated molecule of CH3BrP2.

Results
E_HOMO   -9.57 eV
Kohn-Sham gap   0.3152 hartree

Structure (XYZ):
```
7
Properties=species:S:1:pos:R:3:forces:R:3
C -1.762 1.187 -0.963 0.21 -0.56 0.97
P 0.665 0.588 0.829 0.75 0.12 -1.06
P 0.068 1.106 -1.029 0.34 -0.23 1.06
Br -2.835 -0.138 0.226 1.04 1.53 -0.92
H -1.975 2.263 -0.821 -0.67 -0.79 0.10
H -1.939 0.841 -1.952 -1.11 0.01 -0.79
H 2.011 0.675 0.259 -0.55 -0.08 0.64
```
Positions in Å, forces in eV/Å.


The following is a DFT calculation (the ωB97M-V functional and the def2-TZVPD basis) of a 13-piece molecular cluster, H26O13 overall.

Results
E_HOMO   -10.72 eV
Kohn-Sham gap   0.3644 hartree

Structure (XYZ):
```
39
Properties=species:S:1:pos:R:3:forces:R:3
H -1.362 -0.011 -0.130 -0.32 -0.57 0.52
H 0.154 0.047 -0.218 0.07 -0.03 0.27
H 3.383 -2.305 0.384 0.11 -0.15 0.00
H 1.938 -2.559 0.779 -0.01 -0.04 0.15
H -0.321 4.190 -0.895 -0.03 0.09 -0.18
H -0.727 2.842 -1.469 -0.44 0.51 -0.30
H -0.062 -2.645 -0.791 -0.35 0.06 0.08
H -0.742 -3.370 0.359 -0.08 0.03 -0.06
H -5.153 1.292 1.468 -0.03 -0.08 -0.11
H -6.293 0.804 0.588 0.11 -0.03 -0.05
H -2.284 1.778 2.203 -0.11 -0.01 -0.01
H -0.924 1.546 1.565 0.03 -0.22 0.30
H -2.108 0.446 -1.533 -0.26 -0.09 -0.55
H -3.161 -0.371 -2.263 0.00 -0.04 0.15
H 1.931 -2.173 -2.660 0.03 -0.10 -0.08
H 2.738 -2.227 -3.946 0.04 -0.07 0.05
H 0.171 0.061 3.356 -0.21 0.07 -0.15
H 1.389 0.258 2.469 -0.03 -0.25 0.13
H 3.521 0.680 2.690 0.22 -0.05 0.08
H 4.551 1.114 3.719 0.07 -0.02 -0.06
H 0.831 2.122 -1.303 0.42 -0.04 -0.08
H 2.118 2.474 -2.031 0.07 -0.02 -0.05
H -3.859 -2.815 0.975 0.01 0.09 -0.09
H -4.017 -3.001 -0.525 0.13 0.11 0.04
H 3.873 1.007 -0.404 0.21 -0.03 0.09
H 4.377 1.302 -1.807 0.18 -0.10 -0.02
O -0.584 -0.573 -0.206 0.80 1.11 -0.46
O 2.839 -2.837 0.976 -0.12 0.25 -0.12
O -0.834 3.789 -1.607 -0.94 0.24 0.63
O -0.920 -2.979 -0.504 0.14 -1.10 -0.12
O -5.375 1.098 0.550 -0.14 0.16 0.21
O -1.510 1.205 2.250 -0.96 0.80 -0.14
O -2.990 0.074 -1.425 0.02 0.41 -0.16
O 2.754 -2.515 -3.026 -0.10 0.20 0.03
O 0.470 -0.030 2.444 1.30 -0.27 0.04
O 4.467 0.819 2.806 -0.24 0.06 0.02
O 1.159 2.502 -2.126 0.96 -0.69 0.00
O -4.095 -2.339 0.171 -0.20 -0.26 0.13
O 4.655 1.302 -0.884 -0.36 0.09 -0.12
```
Positions in Å, forces in eV/Å.


Number 1: largest force on an atom 1.603 eV/Å. Number 2: largest force on an atom 1.133 eV/Å. Number 3: largest force on an atom 4.988 eV/Å. Number 4: largest force on an atom 4.232 eV/Å. Number 5: largest force on an atom 2.065 eV/Å. Number 6: largest force on an atom 1.445 eV/Å.